[1]
C26H57BI2O10Si2 as an isolated structure in a non-equilibrium geometry, computed with ωB97M-V/def2-TZVPD.

CARTESIAN COORDINATES (ANGSTROEM)
C1 3.5366 -2.6992 1.2550
C2 2.5637 -2.5238 2.1295
C3 1.3182 -1.7161 1.9272
Si1 1.5461 -0.1999 0.8213
C4 -0.1034 0.7623 0.8527
C5 -0.3578 1.8895 -0.1362
O1 -1.4784 2.2075 -0.4630
I1 1.2748 3.0037 -0.9879
O2 2.1730 -0.5570 -0.6949
Si2 1.3791 -1.5124 -1.8068
I2 -0.0689 -0.2522 -3.3499
C6 0.4017 -2.9266 -1.0630
C7 -1.0311 -2.6245 -0.6175
C8 -2.0025 -3.7468 -0.9700
C9 -3.4734 -3.3436 -0.7321
O3 -3.6183 -2.1380 0.0256
C10 -4.1335 -1.1010 -0.6943
C11 -5.5153 -0.6802 -0.2930
O4 -3.5252 -0.5585 -1.5881
C12 2.7631 -2.2622 -2.9007
O5 2.5211 -2.0572 -4.2918
C13 3.3388 -1.0552 -4.8448
B1 2.9402 0.9077 1.8028
O6 3.2513 0.6128 3.1121
O7 3.6608 1.9337 1.2413
C14 3.4725 3.1589 1.9811
H1 3.5462 -2.3080 0.2563
H2 4.3919 -3.2750 1.5495
H3 2.6748 -2.9727 3.0996
H4 0.4625 -2.3269 1.6641
H5 1.0696 -1.2917 2.8996
H6 -0.9838 0.1371 0.7956
H7 -0.1461 1.2339 1.8312
H8 0.3518 -3.6666 -1.8541
H9 1.0077 -3.3779 -0.2817
H10 -1.1220 -2.4633 0.4488
H11 -1.3911 -1.7201 -1.0878
H12 -1.7896 -4.5480 -0.2737
H13 -1.8448 -4.0966 -1.9789
H14 -3.9618 -4.1184 -0.1642
H15 -3.9700 -3.2660 -1.6915
H16 -5.6430 -0.7082 0.7772
H17 -6.1982 -1.3485 -0.8049
H18 -5.6670 0.3082 -0.6855
H19 2.8367 -3.3326 -2.7437
H20 3.7002 -1.7835 -2.6363
H21 4.3453 -1.4163 -5.0317
H22 3.3449 -0.1792 -4.2002
H23 2.9066 -0.7525 -5.7856
H24 2.4907 0.2704 3.5852
H25 4.2656 3.3059 2.6965
H26 3.4267 3.9568 1.2592
H27 2.5067 3.1529 2.4749
C15 -6.6287 -0.9124 -5.0802
C16 -7.2879 -2.2808 -5.1279
O8 -7.7461 -2.7439 -3.8702
C17 -8.7195 -1.9435 -3.2270
C18 -10.0087 -1.7738 -4.0122
H28 -5.7893 -0.9157 -4.3832
H29 -6.2593 -0.6403 -6.0688
H30 -7.3227 -0.1338 -4.7605
H31 -6.5595 -3.0203 -5.4600
H32 -8.1029 -2.2934 -5.8603
H33 -8.2931 -0.9679 -2.9648
H34 -8.9392 -2.4505 -2.2870
H35 -9.8468 -1.2622 -4.9614
H36 -10.7242 -1.1872 -3.4355
H37 -10.4514 -2.7463 -4.2308
C19 5.7039 4.5528 -0.2181
C20 5.6079 3.5232 -1.3308
O9 5.3454 4.0777 -2.6080
C21 6.3050 4.9915 -3.1017
C22 7.6981 4.4050 -3.2567
H38 4.7856 5.1400 -0.1634
H39 5.8582 4.0532 0.7388
H40 6.5325 5.2467 -0.3691
H41 4.7739 2.8549 -1.1218
H42 6.5086 2.8997 -1.3609
H43 6.3328 5.8919 -2.4770
H44 5.9331 5.3013 -4.0783
H45 8.1185 4.0873 -2.3020
H46 8.3713 5.1476 -3.6862
H47 7.6736 3.5355 -3.9147
C23 -0.4852 -0.1916 8.6414
C24 0.8790 -0.1570 7.9740
O10 0.8322 0.0850 6.5792
C25 0.2460 1.3081 6.1760
C26 0.9489 2.5414 6.7165
H48 -1.1176 -0.9489 8.1770
H49 -0.3774 -0.4274 9.7000
H50 -1.0031 0.7655 8.5665
H51 1.3590 -1.1291 8.0824
H52 1.5323 0.5713 8.4666
H53 -0.8196 1.3232 6.4300
H54 0.3060 1.3141 5.0858
H55 0.9111 2.5903 7.8049
H56 0.4773 3.4434 6.3257
H57 1.9989 2.5408 6.4208

Results
net charge	0
LUMO energy	0.4	eV
electronic energy	-80997.4249	eV

=====

[2]
One molecule with the formula C8H12FNO7S, computed with ωB97M-V/def2-TZVPD.

CARTESIAN COORDINATES (ANGSTROEM)
O1 5.0037 2.1936 0.1201
C1 4.5964 1.0799 0.0512
O2 3.3514 0.7358 0.4362
C2 3.0808 -0.6598 0.6160
C3 2.0998 -1.1699 -0.4229
C4 0.6924 -0.6276 -0.2066
C5 0.3968 0.6428 -0.9770
C6 -0.9741 1.2261 -0.6241
F1 -0.8507 2.4782 -0.0404
C7 -1.7775 0.3286 0.3190
C8 -3.1934 0.8842 0.5982
O3 -4.2271 0.0931 0.0454
N1 -5.2243 -0.2191 1.1005
O4 -5.3663 -1.3528 1.1943
S1 -1.8080 -1.3415 -0.3563
O5 -2.2401 -2.2394 0.6625
O6 -2.4362 -1.3123 -1.6345
O7 -0.2539 -1.6345 -0.6293
H1 5.1784 0.2331 -0.3530
H2 2.6698 -0.7592 1.6224
H3 4.0070 -1.2388 0.5983
H4 2.0721 -2.2583 -0.3532
H5 2.4592 -0.8758 -1.4120
H6 0.5643 -0.4753 0.8691
H7 1.1729 1.3926 -0.8196
H8 0.3920 0.4083 -2.0436
H9 -1.5737 1.3398 -1.5299
H10 -1.2536 0.2651 1.2734
H11 -3.2372 1.9068 0.2149
H12 -3.3209 0.9563 1.6808

Results
net charge	0
LUMO energy	-0.2	eV
electronic energy	-37861.8320	eV
SMILES	O=COCC[C@H]1C[C@H](F)[C@@H](CON=O)S(=O)(=O)O1

=====

[3]
C2HHgMgO2 as an isolated structure in a non-equilibrium geometry, computed with ωB97M-V/def2-TZVPD.

CARTESIAN COORDINATES (ANGSTROEM)
O1 -2.0578 -2.1612 -0.4236
C1 -3.0189 -1.7315 0.0809
Mg1 -0.0368 -1.8753 0.6879
Hg1 -0.1504 -0.0177 -1.3877
H1 -3.7688 -1.6201 0.8349
C2 -2.2949 1.1877 -0.3207
O2 -2.6294 2.1374 0.2077

Results
net charge	+2
2S+1	2
LUMO energy (spin up / spin down)	-11.3 / -11.7	eV
electronic energy	-15782.7545	eV

=====

[4]
One molecule with the formula C23H26N4O5S, computed with ωB97M-V/def2-TZVPD.

CARTESIAN COORDINATES (ANGSTROEM)
C1 3.9786 4.7717 -0.6048
C2 2.7433 3.9937 -0.8799
C3 2.2587 3.5965 -2.0975
C4 1.0605 2.8776 -2.0056
C5 0.6351 2.7283 -0.7082
C6 -0.5233 2.0034 -0.2373
O1 -1.2681 1.3441 -0.9333
O2 -0.6605 2.1193 1.0959
C7 -1.7467 1.4499 1.7073
C8 -1.3264 0.4212 2.7634
O3 -1.9376 0.3643 3.8120
N1 -0.3186 -0.4239 2.4560
C9 0.2221 -1.2915 3.4953
C10 -0.0887 -2.7709 3.2390
C11 0.8299 -3.6433 4.0903
C12 -1.5514 -3.0771 3.5513
C13 0.3771 -0.4517 1.2168
C14 -0.1880 -1.0223 0.0995
N2 -1.4224 -1.6004 0.1216
N3 0.5137 -1.1098 -1.0759
C15 -0.0194 -1.8633 -2.2092
C16 -1.0487 -1.0866 -2.9900
C17 -0.6537 0.0491 -3.6849
C18 -1.5823 0.8008 -4.3792
C19 -2.9136 0.4190 -4.3950
C20 -3.3093 -0.7267 -3.7288
C21 -2.3804 -1.4778 -3.0280
C22 1.7582 -0.5251 -1.2332
O4 2.3526 -0.5288 -2.2869
N4 2.2792 0.0331 -0.1010
C23 1.7069 0.0961 1.1733
O5 2.3257 0.5914 2.0912
S1 1.7157 3.4878 0.4128
H1 3.7273 5.7773 -0.2675
H2 4.5628 4.2971 0.1813
H3 4.5840 4.8477 -1.5045
H4 2.7548 3.8106 -3.0270
H5 0.5123 2.4818 -2.8398
H6 -2.3569 0.9732 0.9274
H7 -2.3532 2.1985 2.2260
H8 1.3020 -1.1290 3.5339
H9 -0.2213 -0.9731 4.4402
H10 0.1061 -2.9870 2.1815
H11 0.6940 -3.4158 5.1449
H12 1.8723 -3.4715 3.8329
H13 0.6052 -4.6957 3.9338
H14 -2.2170 -2.3853 3.0410
H15 -1.8060 -4.0901 3.2479
H16 -1.7318 -2.9795 4.6190
H17 -1.9776 -1.4945 -0.7149
H18 -1.9274 -1.4746 0.9862
H19 -0.4302 -2.8037 -1.8329
H20 0.8412 -2.0721 -2.8514
H21 0.3901 0.3243 -3.6791
H22 -1.2704 1.6858 -4.9144
H23 -3.6403 1.0094 -4.9327
H24 -4.3435 -1.0375 -3.7508
H25 -2.6961 -2.3876 -2.5321
H26 3.2015 0.4433 -0.1963

Results
net charge	0
LUMO energy	0.2	eV
electronic energy	-51308.9985	eV
ΔE to the lowest compared entry with this formula, charge and spin	0.0	kcal per mole
SMILES	Cc1ccc(C(=O)OCC(=O)N(CC(C)C)c2c(N)n(Cc3ccccc3)c(=O)[nH]c2=O)s1